C14H16F20Li2N2O12S5 | wB97M-V/def2-TZVPD

Last column: Löwdin spin population.
Geometry (Å):
Li: -19.89457 6.63539 8.97497  0.020
Li: -19.40268 4.09976 8.98087  0.020
N: -19.72325 5.22462 10.48564  0.173
S: -20.94476 5.07829 11.41899  0.148
O: -21.43242 6.25418 12.16716  0.100
O: -21.22695 3.75312 11.88652  0.062
F: -21.94305 5.20368 10.12467  0.009
S: -18.63495 5.28962 11.83660  0.217
O: -18.47266 4.10565 12.60189  0.116
O: -18.38585 6.57614 12.49377  0.081
F: -17.40250 5.10480 10.84132  0.009
N: -19.75022 5.21415 7.43888  0.012
S: -18.99125 5.81538 6.19165  0.005
O: -19.22994 7.24820 6.14310  0.001
O: -18.86471 5.17592 4.86997  0.004
F: -17.43637 5.75994 6.72837  0.001
S: -21.07160 4.69994 6.44928  0.005
O: -20.91086 3.31439 6.13700  0.001
O: -21.72331 5.60043 5.54021  0.002
F: -22.14535 4.62071 7.60977  0.001
C: -15.57655 0.30861 6.70068  0.000
C: -15.02133 1.39162 7.60837  0.000
C: -15.60699 2.69095 7.32123  0.000
S: -17.27392 2.35636 6.69942  0.001
O: -17.47172 2.92011 5.32464  0.000
O: -18.27923 2.66011 7.72363  0.001
C: -17.13018 0.49404 6.73294  0.000
H: -15.21899 -0.71331 6.82690  0.000
H: -15.06865 0.59957 5.78118  0.000
H: -13.94470 1.55775 7.57141  0.000
H: -15.33427 1.17656 8.63010  0.000
H: -15.05158 3.11417 6.48427  0.000
H: -15.79368 3.44819 8.08270  0.000
H: -17.81417 0.10982 5.97622  0.000
H: -17.52885 0.19065 7.70098  0.000
C: -18.66702 0.93436 14.66737  0.000
C: -19.04061 2.20495 15.55566  0.000
C: -17.81941 3.07489 15.80752  0.001
F: -18.10304 4.30700 16.29273  0.000
F: -16.69697 2.66133 16.37381  0.000
F: -20.01629 2.92639 14.89091  0.000
F: -19.50314 1.91331 16.78826  0.000
O: -18.11062 1.32967 13.42457  0.002
C: -18.52206 0.51307 12.34682  0.000
C: -17.76159 0.95987 11.13631  0.001
F: -17.89188 0.18925 10.01463  0.000
F: -17.79763 2.26605 10.68955  0.001
F: -18.05674 -0.75001 12.70000  0.000
F: -19.83873 0.60734 12.23623  0.000
H: -19.51739 0.25591 14.59885  0.000
H: -17.90113 0.35851 15.18689  0.000
H: -17.36333 3.26632 14.83621  0.001
H: -16.71401 0.72343 11.32282  0.000
C: -20.79325 -1.22958 6.46925  0.000
C: -20.93027 -2.67367 6.87839  0.000
C: -20.71395 -3.68684 5.76312  0.000
F: -21.47907 -3.45943 4.68241  0.000
F: -19.43376 -3.65654 5.32688  0.000
F: -20.02269 -2.99932 7.80400  0.000
F: -22.15963 -2.92345 7.34630  0.000
O: -21.01479 -0.33938 7.57555  0.000
C: -22.19040 0.47751 7.39368  0.000
C: -22.22241 1.43840 8.60033  0.001
F: -21.17718 2.28534 8.66988  0.002
F: -23.31769 2.20175 8.69786  0.001
F: -22.13903 1.06679 6.19491  0.000
F: -23.24921 -0.39442 7.42276  0.000
H: -21.49635 -1.15271 5.63990  0.000
H: -19.81014 -0.99527 6.06098  0.000
H: -20.87558 -4.70260 6.12398  0.000
H: -22.22179 0.78205 9.47057  0.000

Properties
⟨S²⟩: 0.75
Frontier orbital gap (alpha / beta) (eV): 3.646 / 8.315
Spin multiplicity: 2
LUMO (alpha / beta) (eV): 1.757 / 1.755
Net charge: -1

***

C4H12 | wB97M-V/def2-TZVPD

Last column: natural (NBO) charge in e.
Geometry (Å):
C: 2.25231 0.23983 1.48797  -0.609
C: 1.10331 1.13309 1.14831  -0.573
H: 3.12522 0.44410 0.84615  0.241
H: 2.53908 0.31733 2.53692  0.245
H: 2.01507 -0.80000 1.23115  0.202
H: 1.24933 2.13952 1.53350  0.238
H: 0.94797 1.09021 0.03920  0.210
H: 0.10154 0.80485 1.47944  0.210
C: -1.08234 -0.96752 -1.01231  -0.562
C: -2.34229 -0.42259 -1.51356  -0.590
H: -0.92685 -2.08671 -1.11082  0.403
H: -0.18013 -0.77756 -1.65232  0.350
H: -0.81170 -0.72353 0.00943  0.264
H: -2.75993 -0.70887 -2.48239  0.293
H: -3.12809 -0.33860 -0.76471  0.287
H: -2.10251 0.65644 -1.77597  0.390

Properties
Energy relative to the best compared isomer or geometry (same formula, charge and spin) (eV): 0.533
⟨S²⟩: 0.75
Frontier orbital gap (alpha / beta) (eV): 12.259 / 3.484
Spin multiplicity: 2
LUMO (alpha / beta) (eV): -3.241 / -11.431
Net charge: +1

***

C4H14N2O | wB97M-V/def2-TZVPD

Last column: natural (NBO) charge in e.
Geometry (Å):
C: 1.44286 -0.64700 -1.66785  -0.460
N: 2.28489 -0.34033 -0.33643  -0.026
N: 2.14839 0.90037 0.20069  -0.666
O: 1.80467 -1.31985 0.60416  -0.622
H: 1.24921 0.32793 -2.11199  0.210
H: 2.08308 -1.24255 -2.31726  0.201
H: 0.49142 -1.14491 -1.50220  0.194
H: 2.99680 1.18537 0.66595  0.364
H: 1.31987 1.04542 0.77135  0.347
H: 2.17731 -2.13798 0.18783  0.463
C: -2.23829 -0.74772 0.09312  -0.600
C: -1.46719 0.12513 1.07765  -0.405
C: -1.15234 1.49481 0.48157  -0.615
H: -3.17872 -0.27280 -0.18603  0.199
H: -1.66011 -0.90530 -0.81630  0.194
H: -2.46272 -1.71919 0.53038  0.209
H: -2.05455 0.25224 1.99049  0.194
H: -0.53931 -0.38422 1.35188  0.209
H: -0.61609 2.12171 1.19429  0.203
H: -0.55500 1.39681 -0.42381  0.202
H: -2.07417 2.01208 0.21254  0.205

Properties
SMILES string: CN(N)O.CCC
Energy relative to the best compared isomer or geometry (same formula, charge and spin) (eV): 3.686
Frontier orbital gap (eV): 9.758
Spin multiplicity: 1
LUMO (eV): 0.987
Net charge: 0

***

C41H78KNO11RbS6 | wB97M-V/def2-TZVPD

Last column: Löwdin charge in e.
Geometry (Å):
Rb: 3.36521 -2.88500 -2.26955  0.870
K: 0.72501 -1.48674 -5.43725  0.813
C: -0.15757 0.96590 -2.68320  -0.051
C: 0.39514 0.27692 -1.46915  -0.485
C: -0.17643 1.07352 -0.24629  -0.129
C: -0.07334 0.45692 1.14451  -0.167
C: -0.65362 -0.99767 1.05228  -0.119
C: -0.10427 -1.89208 -0.15594  -0.439
N: -0.08152 -1.11989 -1.41371  -0.136
O: 0.36568 -1.93385 -2.57624  -0.437
C: -1.11190 -3.15433 -0.24746  -0.009
C: 1.22875 -2.37125 0.42927  -0.080
C: 1.93606 0.49069 -1.53629  -0.033
H: 0.39183 0.68030 -3.58025  0.042
H: -0.21762 2.05146 -2.60541  0.089
H: -1.19774 0.73338 -2.91139  0.074
H: -1.23540 1.31106 -0.34763  0.112
H: 0.35155 2.01424 -0.09011  0.100
H: -0.66843 0.96529 1.90314  0.097
H: 0.95414 0.41121 1.50548  0.095
H: -1.74210 -0.95535 1.01333  0.099
H: -0.38579 -1.42857 2.01702  0.108
H: -0.77374 -3.89778 -0.96929  0.063
H: -2.12716 -2.84868 -0.50026  0.066
H: -1.01039 -3.69989 0.69071  0.063
H: 1.94169 -1.60276 0.72796  0.055
H: 1.82256 -2.90993 -0.30919  -0.025
H: 1.05784 -3.11671 1.20591  0.078
H: 2.38311 -0.03633 -2.37919  0.029
H: 2.50412 0.09061 -0.69645  0.069
H: 2.19120 1.54574 -1.63567  0.068
C: -1.57895 4.04880 1.52911  -0.236
S: -2.41883 4.83402 0.05768  0.815
O: -3.94130 4.80791 0.30893  -0.569
C: -1.75826 6.51652 0.06417  -0.260
H: -1.90879 3.04179 1.78450  0.028
H: -1.81424 4.59369 2.44335  0.052
H: -0.49522 3.95170 1.46416  0.032
H: -2.09809 6.85502 -0.91462  0.048
H: -0.66972 6.53124 0.11871  0.038
H: -2.21903 7.09381 0.86575  0.062
C: -0.63312 -6.88529 2.10877  -0.246
S: -1.09634 -7.34338 0.37250  0.851
O: 0.21629 -7.39656 -0.36459  -0.592
C: -1.55375 -9.07475 0.75618  -0.256
H: 0.05764 -6.04211 2.10815  0.031
H: -0.19436 -7.73600 2.63020  0.054
H: -1.55412 -6.63643 2.63595  0.051
H: -2.14529 -9.12253 1.67045  0.051
H: -0.67841 -9.69223 0.95769  0.061
H: -2.15571 -9.49349 -0.05029  0.049
C: -2.98869 -3.32547 -3.31946  -0.215
S: -2.65616 -1.70760 -4.18838  0.814
O: -2.21123 -2.07113 -5.54579  -0.617
C: -4.37841 -1.06189 -4.35200  -0.243
H: -2.03707 -3.78164 -3.04665  0.032
H: -3.56157 -4.04629 -3.90283  0.060
H: -3.49225 -3.11166 -2.37668  0.038
H: -4.99890 -1.67925 -5.00160  0.057
H: -4.50334 -0.04198 -4.71570  0.044
H: -4.90665 -1.07061 -3.39861  0.033
C: -4.47033 0.51704 -0.59118  -0.247
S: -4.87726 2.00747 -1.61631  0.846
O: -5.43403 1.46325 -2.93993  -0.586
C: -6.23432 2.60302 -0.49114  -0.239
H: -5.33227 -0.10390 -0.34704  0.053
H: -4.05578 0.97155 0.30863  0.029
H: -3.71683 -0.00563 -1.18038  0.028
H: -5.90095 2.69021 0.54295  0.034
H: -6.98035 1.80840 -0.50266  0.046
H: -6.67081 3.52199 -0.88238  0.053
C: 3.46815 -7.53447 -1.45322  -0.241
S: 4.16668 -6.39008 -0.19462  0.891
O: 4.50770 -5.07611 -0.89007  -0.721
C: 2.62504 -6.04814 0.83070  -0.231
H: 2.94106 -6.98455 -2.23288  0.055
H: 2.87701 -8.31677 -0.97712  0.052
H: 4.23210 -8.06122 -2.02507  0.048
H: 2.03770 -5.24596 0.38391  0.038
H: 3.04345 -5.74537 1.79058  0.037
H: 2.12678 -6.96192 1.15453  0.036
C: 1.59313 7.31643 -2.05837  -0.270
S: 2.02830 5.76441 -2.85655  0.843
O: 3.54775 5.72987 -2.99789  -0.560
C: 1.55442 4.75004 -1.35620  -0.224
H: 0.53824 7.39142 -1.79434  0.036
H: 1.84359 8.15134 -2.71281  0.058
H: 2.14091 7.40852 -1.12052  0.063
H: 1.76440 3.68546 -1.45957  0.020
H: 0.46762 4.82491 -1.31934  0.027
H: 2.11816 5.11148 -0.49616  0.041
C: 3.82947 -1.51720 3.33927  -0.110
C: 3.71546 -2.65513 4.06429  -0.112
C: 4.51864 -2.81806 5.14529  -0.083
C: 5.31467 -1.76737 5.64093  -0.071
C: 5.38480 -0.62274 4.90091  -0.097
C: 4.56896 -0.44811 3.78359  -0.088
H: 3.27767 -1.36087 2.42414  0.081
H: 3.07512 -3.42915 3.66772  0.100
H: 4.51655 -3.81346 5.56432  0.105
H: 5.91562 -1.93762 6.52199  0.107
H: 5.98208 0.20905 5.24413  0.103
H: 4.52991 0.50582 3.27871  0.096
C: -4.69824 0.32178 3.12344  -0.119
C: -5.85741 -0.25293 2.62318  -0.119
C: -7.05616 0.39903 2.71524  -0.108
C: -7.10645 1.69499 3.19132  -0.082
C: -5.92501 2.28007 3.69444  -0.071
C: -4.74653 1.53998 3.72990  -0.102
H: -3.78752 -0.25550 3.06214  0.097
H: -5.84128 -1.24865 2.20520  0.104
H: -7.90677 -0.10178 2.27701  0.106
H: -8.06377 2.19142 3.25046  0.104
H: -6.03687 3.30257 4.02365  0.102
H: -3.83060 1.93108 4.14763  0.099
O: 5.13741 1.73434 -7.78774  0.066
C: 4.42768 2.13565 -6.82927  -0.424
O: 4.85255 3.11057 -6.03753  0.064
C: 3.80379 3.47546 -5.14460  -0.151
C: 2.83856 2.30342 -5.09390  -0.184
C: 3.02859 1.67138 -6.40319  -0.087
H: 3.35366 4.35738 -5.60036  0.131
H: 4.16664 3.81817 -4.17559  0.108
H: 1.84017 2.70640 -4.92382  0.120
H: 3.01565 1.66624 -4.22745  0.105
H: 2.28924 2.12207 -7.06525  0.140
H: 2.81858 0.60190 -6.38880  0.099
O: 3.03011 4.86486 1.85341  0.061
C: 2.94009 4.14415 2.86796  -0.452
O: 1.86613 3.37614 2.87965  0.022
C: 1.73114 2.66904 4.11400  -0.154
C: 2.84650 3.13275 5.01839  -0.155
C: 3.75272 4.00851 4.14396  -0.045
H: 1.86595 1.60580 3.91539  0.115
H: 0.81033 2.85385 4.66722  0.129
H: 3.30552 2.34501 5.61576  0.116
H: 2.45727 3.79730 5.78974  0.113
H: 4.61170 3.41531 3.83031  0.126
H: 3.96544 5.00978 4.51855  0.135

Properties
Frontier orbital gap (eV): 5.706
Spin multiplicity: 1
LUMO (eV): -3.014
Net charge: +1

***

HNdO3S | wB97M-V/def2-TZVPD

Last column: natural (NBO) charge in e.
Geometry (Å):
S: -0.40756 0.14327 1.10091  1.734
O: 0.61068 -0.98988 0.81218  -1.042
O: -1.20794 0.09894 -0.86087  -0.979
Nd: 1.96153 0.22659 -0.85329  1.847
O: 0.54085 1.33261 0.80169  -1.031
H: -1.49756 -0.81152 -1.00062  0.470

Properties
⟨S²⟩: 6.00
Frontier orbital gap (alpha / beta) (eV): 7.334 / 9.336
Spin multiplicity: 5
LUMO (alpha / beta) (eV): -5.138 / -5.097
Net charge: +1